#i
{
  "formula": "C17H23NO5",
  "method": "wB97M-V/def2-TZVPD",
  "elements": ["C", "C", "C", "C", "C", "C", "C", "O", "N", "C", "C", "C", "C", "C", "O", "O", "C", "C", "C", "C", "C", "O", "O", "H", "H", "H", "H", "H", "H", "H", "H", "H", "H", "H", "H", "H", "H", "H", "H", "H", "H", "H", "H", "H", "H", "H"],
  "coordinates": [[3.68314, 0.81533, -0.00881], [3.53883, 0.93700, 1.50281], [2.20118, 0.37062, 1.97559], [2.01864, 0.50064, 3.48819], [0.55899, 0.33795, 3.94890], [-0.04461, -1.03878, 3.64850], [-0.32080, -1.32004, 2.17828], [0.12917, -2.27960, 1.59987], [-1.15813, -0.39855, 1.61054], [-1.57692, -0.29025, 0.28635], [-1.13581, -1.14884, -0.71970], [-1.58232, -0.98016, -2.01412], [-2.47228, 0.04332, -2.33097], [-2.97786, 0.25639, -3.70513], [-3.71863, 1.15758, -4.02135], [-2.53256, -0.67314, -4.56302], [-2.95205, -0.55104, -5.92034], [-2.07950, 0.43257, -6.68750], [-2.90755, 0.90399, -1.32433], [-2.46541, 0.74004, -0.03101], [2.89449, -0.48722, 4.23420], [3.53539, -1.37987, 3.75580], [2.88304, -0.24574, 5.55640], [3.62466, -0.22763, -0.30953], [4.63993, 1.21546, -0.33536], [2.89003, 1.36244, -0.51493], [4.34947, 0.39265, 1.98877], [3.61526, 1.98861, 1.79304], [2.15039, -0.68164, 1.69640], [1.39229, 0.90242, 1.46878], [2.34359, 1.49807, 3.80873], [0.52843, 0.49426, 5.02944], [-0.03398, 1.12978, 3.48497], [-0.99151, -1.13531, 4.18765], [0.62569, -1.82303, 4.00266], [-1.53323, 0.31194, 2.22423], [-0.44947, -1.94201, -0.47620], [-1.24116, -1.64500, -2.79142], [-3.99699, -0.22366, -5.94112], [-2.86840, -1.55812, -6.33461], [-2.18943, 1.42936, -6.26753], [-2.38365, 0.45371, -7.73007], [-1.03508, 0.13590, -6.62624], [-3.59514, 1.69544, -1.58077], [-2.80703, 1.41039, 0.74600], [3.44691, -0.88623, 6.01793]],
  "lowdin_charge": [-0.107, -0.253, -0.175, -0.229, -0.145, -0.081, -0.479, 0.084, 0.132, -0.210, 0.009, 0.004, -0.130, -0.452, 0.107, -0.013, -0.217, -0.062, -0.008, -0.014, -0.511, 0.131, 0.110, 0.076, 0.068, 0.071, 0.108, 0.111, 0.117, 0.123, 0.156, 0.116, 0.111, 0.127, 0.127, 0.137, 0.102, 0.120, 0.121, 0.123, 0.075, 0.076, 0.077, 0.120, 0.111, 0.134],
  "total_charge": 0,
  "lumo_ha": 0.018,
  "orbital_gap_ev": 9.258,
  "smiles": "CCC[C@@H](CCC(=O)Nc1ccc(C(=O)OCC)cc1)C(=O)O"
}

***

#ii
{
  "formula": "C17H23NO5",
  "method": "wB97M-V/def2-TZVPD",
  "elements": ["C", "C", "C", "C", "C", "C", "O", "N", "C", "C", "C", "O", "O", "C", "C", "C", "C", "C", "C", "C", "O", "C", "O", "H", "H", "H", "H", "H", "H", "H", "H", "H", "H", "H", "H", "H", "H", "H", "H", "H", "H", "H", "H", "H", "H", "H"],
  "coordinates": [[-4.38575, -3.45901, 0.54108], [-4.93167, -2.06491, 0.24933], [-4.14905, -1.31740, -0.83962], [-3.10653, -0.33571, -0.30525], [-1.96380, -1.00916, 0.46416], [-0.91520, 0.03163, 0.79237], [-1.03340, 0.83085, 1.69880], [0.17714, 0.00009, -0.01119], [1.21206, 1.00891, 0.06821], [0.95120, 2.15364, -0.94266], [-0.45349, 2.65967, -0.69790], [-1.42165, 2.27738, -1.30480], [-0.47742, 3.53864, 0.29552], [-1.75700, 3.91483, 0.79028], [2.57563, 0.40033, -0.14873], [2.86173, -0.28861, -1.31857], [4.10823, -0.86386, -1.55217], [5.05721, -0.71761, -0.57085], [4.78007, -0.02332, 0.60850], [3.55093, 0.54092, 0.84267], [5.89060, -0.02588, 1.40706], [6.87705, -0.74529, 0.69839], [6.34699, -1.17216, -0.53891], [-4.42581, -4.07594, -0.35462], [-3.35520, -3.41963, 0.88210], [-4.98135, -3.94271, 1.31265], [-5.97202, -2.17002, -0.06657], [-4.93141, -1.47278, 1.16634], [-4.84833, -0.74253, -1.45014], [-3.66338, -2.04104, -1.49820], [-2.68728, 0.22619, -1.14287], [-3.59065, 0.38600, 0.35513], [-2.34222, -1.41309, 1.40332], [-1.53190, -1.81670, -0.12927], [0.17109, -0.59257, -0.82548], [1.14057, 1.42596, 1.07867], [1.67515, 2.94873, -0.77525], [1.02727, 1.78161, -1.96389], [-2.45889, 4.04845, -0.03477], [-2.11797, 3.12759, 1.45541], [-1.61817, 4.84365, 1.33752], [2.10494, -0.38625, -2.08213], [4.32361, -1.39869, -2.46157], [3.34819, 1.06968, 1.75868], [7.75052, -0.09766, 0.52141], [7.18937, -1.62218, 1.28782]],
  "lowdin_charge": [-0.116, -0.261, -0.216, -0.197, -0.106, -0.490, 0.071, 0.121, -0.251, -0.012, -0.517, 0.104, -0.026, -0.035, -0.177, -0.042, 0.017, -0.205, -0.192, 0.070, 0.039, -0.156, 0.037, 0.072, 0.056, 0.068, 0.100, 0.106, 0.106, 0.108, 0.099, 0.122, 0.119, 0.117, 0.142, 0.150, 0.134, 0.125, 0.093, 0.089, 0.092, 0.110, 0.119, 0.131, 0.140, 0.140],
  "total_charge": 0,
  "lumo_ha": 0.026,
  "orbital_gap_ev": 9.040,
  "smiles": "CCCCCC(=O)N[C@H](CC(=O)OC)c1ccc2c(c1)OCO2"
}

***

Most stable one: #i, least stable one: #ii.

***

#i
{
  "formula": "C5H9OP",
  "method": "wB97M-V/def2-TZVPD",
  "elements": ["C", "C", "C", "C", "C", "O", "P", "H", "H", "H", "H", "H", "H", "H", "H", "H"],
  "coordinates": [[1.06987, -1.28691, 0.37283], [0.93961, 0.21225, 0.55128], [0.66052, -1.38180, -1.08641], [-0.47492, 0.58765, 0.17009], [-1.37116, 1.60208, 0.65465], [-2.15242, 0.00185, -1.72555], [-1.08465, -0.55601, -0.88704], [2.08702, -1.69098, 0.44402], [0.35358, -1.70142, 0.99579], [1.18750, 0.50328, 1.57847], [1.69999, 0.79177, 0.07721], [1.18322, -0.56690, -1.65880], [0.72165, -2.20429, -1.83825], [-2.44122, 1.41376, 0.35893], [-1.15727, 2.56574, 0.26194], [-1.22132, 1.70994, 1.73082]],
  "lowdin_charge": [-0.261, -0.247, -0.255, -0.412, -0.120, -0.403, 0.849, 0.126, 0.075, 0.113, 0.109, 0.087, 0.085, 0.098, 0.073, 0.083],
  "total_charge": 0,
  "lumo_ha": -0.011,
  "orbital_gap_ev": 7.648
}

***

#ii
{
  "formula": "C5H9OP",
  "method": "wB97M-V/def2-TZVPD",
  "elements": ["C", "C", "C", "C", "C", "H", "H", "H", "H", "H", "H", "H", "H", "O", "P", "H"],
  "coordinates": [[0.86966, -1.77823, 0.98640], [0.48360, -0.66073, 0.39198], [-0.19390, 0.18416, -0.62667], [0.88576, 0.71944, 0.23834], [2.26175, 1.20822, -0.29004], [0.56194, -2.71662, 0.67904], [1.36627, -2.00592, 1.92795], [-1.19018, 0.52690, -0.41042], [0.08246, -0.02691, -1.70181], [0.50364, 1.52968, 0.98686], [3.05900, 0.71229, 0.18375], [2.39405, 2.29916, -0.30551], [2.33364, 0.85197, -1.32014], [-4.90143, -0.14317, -1.36264], [-4.21126, 0.30912, -0.15378], [-4.30499, -1.00936, 0.77669]],
  "lowdin_charge": [0.063, -0.255, -0.083, -0.328, -0.049, 0.021, 0.064, 0.050, 0.129, 0.160, 0.049, 0.078, 0.071, -0.603, 0.734, -0.101],
  "total_charge": 0,
  "lumo_ha": -0.041,
  "orbital_gap_ev": 8.313,
  "smiles": "C=C1C[C@@H]1C.O=P"
}

***

#iii
{
  "formula": "C5H9OP",
  "method": "wB97M-V/def2-TZVPD",
  "elements": ["C", "C", "C", "C", "O", "P", "C", "H", "H", "H", "H", "H", "H", "H", "H", "H"],
  "coordinates": [[-2.17528, 0.48962, 0.10944], [-1.06741, -0.03186, -0.41045], [-0.49918, 0.34695, -1.73979], [-0.31877, -1.04355, 0.36898], [-0.82332, -1.79661, 1.16688], [1.52417, -1.11214, 0.06481], [1.92150, 0.39273, 1.08129], [-2.74724, 1.24577, -0.40239], [-2.53611, 0.16874, 1.07217], [0.52516, 0.70703, -1.63083], [-1.10070, 1.11995, -2.21152], [-0.46876, -0.52620, -2.39114], [1.72688, -2.02920, 1.09905], [2.99709, 0.41063, 1.24607], [1.40490, 0.36583, 2.03903], [1.63707, 1.29231, 0.53842]],
  "lowdin_charge": [0.093, -0.359, -0.093, -0.611, 0.021, 0.899, -0.338, 0.068, 0.072, 0.050, 0.081, 0.087, -0.058, 0.023, 0.038, 0.026],
  "total_charge": 0,
  "lumo_ha": 0.011,
  "orbital_gap_ev": 9.104,
  "smiles": "C=C(C)C(=O)PC"
}

***

Most stable one: #iii, least stable one: #ii.

***

#i
{
  "formula": "C5H6Br2",
  "method": "wB97M-V/def2-TZVPD",
  "elements": ["C", "C", "C", "C", "C", "Br", "Br", "H", "H", "H", "H", "H", "H"],
  "coordinates": [[-0.96471, 0.26553, 0.17945], [-2.03057, 0.86568, -0.14070], [-0.22925, -1.05663, -0.06454], [1.19860, 0.75389, 0.52121], [1.09352, -0.39337, -0.37092], [2.08798, 2.23845, -0.03381], [2.61789, -1.98052, 0.00643], [-2.23887, 1.92667, 0.11365], [-2.89982, 0.34354, -0.60196], [-0.29702, -1.67133, 0.94762], [-0.82699, -1.56460, -0.72811], [1.10135, 0.54272, 1.51876], [1.38790, -0.27002, -1.34708]],
  "lowdin_charge": [-0.099, -0.003, -0.223, -0.693, -0.597, 0.783, 0.347, 0.081, 0.088, 0.160, 0.080, 0.035, 0.040],
  "total_charge": 0,
  "lumo_ha": [-0.023, -0.023],
  "orbital_gap_ev": [7.950, 7.953]
}

***

#ii
{
  "formula": "C5H6Br2",
  "method": "wB97M-V/def2-TZVPD",
  "elements": ["C", "C", "C", "C", "C", "Br", "Br", "H", "H", "H", "H", "H", "H"],
  "coordinates": [[-0.35514, 0.66074, 0.93412], [-0.53078, -0.79025, 0.62947], [0.95286, 0.17515, -1.43086], [-0.00639, 0.14356, -0.36234], [2.35504, -0.08278, -0.88898], [3.11637, 1.18060, 0.41087], [2.56366, -1.94331, -0.27223], [-1.18726, 1.31662, 1.12823], [0.44424, 0.99282, 1.57228], [-0.05861, -1.58533, 0.98054], [-1.52405, -1.10581, 0.62226], [0.92192, -0.49509, -2.26801], [1.10294, 1.10743, -1.85727]],
  "lowdin_charge": [-0.112, -0.111, -0.341, -0.168, -0.936, 0.594, 0.596, 0.106, 0.066, 0.027, 0.091, 0.107, 0.082],
  "total_charge": 0,
  "lumo_ha": [-0.029, 0.001],
  "orbital_gap_ev": [7.254, 8.609]
}

***

Most stable one: #i, least stable one: #ii.

***

#i
{
  "formula": "C4H3NOS",
  "method": "wB97M-V/def2-TZVPD",
  "elements": ["C", "C", "C", "C", "H", "H", "H", "N", "O", "S"],
  "coordinates": [[-1.19640, -0.09662, 0.41294], [0.01637, -0.73173, 0.21196], [0.91071, -0.12335, -0.73998], [1.76516, 1.00934, 0.00152], [-1.11508, 1.11162, 0.16114], [-1.83896, -0.10039, 1.40879], [-1.92693, -0.87014, -0.49975], [2.11394, 2.09919, 0.44805], [0.51791, -1.60172, 0.95304], [0.75328, -0.69620, -2.35771]],
  "lowdin_charge": [-0.051, -0.715, -0.605, -0.107, 0.151, 0.126, 0.223, 0.145, 0.081, 0.752],
  "total_charge": 0,
  "lumo_ha": -0.081,
  "orbital_gap_ev": 7.815
}

***

#ii
{
  "formula": "C4H3NOS",
  "method": "wB97M-V/def2-TZVPD",
  "elements": ["C", "C", "C", "C", "N", "O", "S", "H", "H", "H"],
  "coordinates": [[1.13642, 0.28859, 0.64657], [0.53216, -0.24579, -0.69866], [0.94790, -1.00819, 0.54674], [-0.79327, 0.12206, -0.97985], [-1.59053, 0.84284, -1.52210], [-1.86147, 0.85975, 1.30719], [-2.22482, 0.04085, 0.12224], [1.43426, 1.24689, 1.17845], [1.21485, -0.21149, -1.51811], [1.20450, -1.93552, 0.91753]],
  "lowdin_charge": [0.050, -0.243, 0.011, -0.568, 0.040, -0.575, 0.950, 0.143, 0.114, 0.078],
  "total_charge": 0,
  "lumo_ha": 0.025,
  "orbital_gap_ev": 9.449
}

***

#iii
{
  "formula": "C4H3NOS",
  "method": "wB97M-V/def2-TZVPD",
  "elements": ["S", "C", "N", "C", "C", "C", "O", "H", "H", "H"],
  "coordinates": [[3.10986, -0.03375, -0.06061], [1.52202, 0.14149, 0.04712], [0.82003, 1.29340, 0.14936], [-0.49106, 1.07810, 0.03657], [-1.19404, -0.02444, -0.08405], [-0.45642, -1.10015, -0.08691], [0.83253, -1.09092, 0.25349], [-0.98105, 2.00904, -0.02391], [-2.23210, -0.12422, -0.23785], [-0.92975, -2.14854, 0.00681]],
  "lowdin_charge": [0.735, -0.913, 0.105, -0.134, -0.076, -0.093, -0.030, 0.114, 0.118, 0.174],
  "total_charge": 0,
  "lumo_ha": -0.030,
  "orbital_gap_ev": 7.856,
  "smiles": "S=c1nccco1"
}

***

#iv
{
  "formula": "C4H3NOS",
  "method": "wB97M-V/def2-TZVPD",
  "elements": ["C", "C", "S", "C", "N", "C", "O", "H", "H", "H"],
  "coordinates": [[0.08145, -1.39719, -1.22288], [0.39519, -0.51461, -0.23537], [0.78585, -0.82499, 1.43173], [0.79802, 0.67034, 0.53933], [-0.11175, 1.79477, 0.72702], [-1.32550, 1.60092, 0.62661], [-2.48328, 1.56178, 0.81964], [0.16292, -2.49978, -0.87861], [-0.15013, -1.19141, -2.21557], [1.84722, 0.80018, 0.40811]],
  "lowdin_charge": [0.011, -0.562, 0.925, -0.597, 0.134, -0.299, 0.185, 0.094, 0.024, 0.086],
  "total_charge": 0,
  "lumo_ha": 0.017,
  "orbital_gap_ev": 9.401,
  "smiles": "C=C1S[C@@H]1N=C=O"
}

***

Most stable one: #iii, least stable one: #ii.

***

#i
{
  "formula": "C5H9N",
  "method": "wB97M-V/def2-TZVPD",
  "elements": ["C", "C", "N", "C", "C", "C", "H", "H", "H", "H", "H", "H", "H", "H", "H"],
  "coordinates": [[2.54075, 0.01128, 1.67984], [1.59944, -0.67170, 0.95829], [0.21834, -0.33170, 0.77074], [-0.15997, 0.14979, -0.51552], [-2.57581, 0.57524, -1.51312], [-1.65408, -0.22965, -0.86306], [2.55318, 0.75207, 2.52088], [3.58474, -0.18974, 1.47466], [1.99507, -1.17457, 0.10240], [-0.44107, -1.03893, 1.14063], [0.57126, -0.14890, -1.39086], [-0.25204, 1.28354, -0.67094], [-3.59695, 0.36261, -1.46483], [-2.28349, 1.54227, -2.09502], [-2.09938, -0.89161, -0.13410]],
  "lowdin_charge": [-0.017, -0.251, -0.114, -0.358, -0.244, -0.396, 0.049, 0.016, 0.067, 0.102, 0.107, 0.078, -0.062, 0.007, 0.016],
  "total_charge": -1,
  "lumo_ha": [0.144, 0.140],
  "orbital_gap_ev": [2.702, 7.349],
  "spin_multiplicity": 2
}

***

#ii
{
  "formula": "C5H9N",
  "method": "wB97M-V/def2-TZVPD",
  "elements": ["C", "N", "C", "C", "C", "C", "H", "H", "H", "H", "H", "H", "H", "H", "H"],
  "coordinates": [[-0.05729, 0.57048, 2.05369], [-1.01958, 1.26277, -0.55149], [0.07888, 0.32490, -0.45911], [0.61851, 0.05809, 0.78146], [0.29577, -1.87855, -1.60590], [0.35529, -0.48185, -1.60319], [0.27283, 1.53897, 2.45131], [-1.12782, 0.42410, 1.94451], [0.26835, -0.13086, 2.83579], [-0.95264, 1.78181, 0.31601], [-0.95733, 1.81663, -1.39539], [1.63103, -0.30169, 0.90341], [-0.09180, -2.47944, -0.77847], [0.67624, -2.53967, -2.37607], [0.00955, 0.03431, -2.51654]],
  "lowdin_charge": [-0.193, 0.042, -0.457, -0.196, -0.159, -0.308, 0.043, 0.051, 0.043, 0.031, 0.050, 0.060, -0.011, -0.037, 0.042],
  "total_charge": -1,
  "lumo_ha": [0.160, 0.159],
  "orbital_gap_ev": [4.071, 6.628],
  "spin_multiplicity": 2
}

***

Most stable one: #ii, least stable one: #i.